Formula: CH10N3
Source: the OMol25 dataset
Level of theory: wB97M-V/def2-TZVPD

ORCA input file:
```
! wB97M-V def2-TZVPD RIJCOSX def2/J DEFGRID3
* xyz 1 1
N -1.7773 0.2946 -0.6007
H -1.0361 0.9699 -0.9392
H -1.0368 -0.4658 0.1039
H -2.3285 -0.2084 -1.3055
H -2.2793 0.9309 0.0107
N 0.8280 1.2012 -0.0523
C 1.0845 -0.1500 0.4681
N 0.1051 -1.2096 0.3338
H 1.2814 1.8146 0.6361
H 1.3602 1.3839 -0.9616
H 1.3451 -0.2557 1.5744
H 2.0690 -0.5519 0.0046
H 0.2230 -1.8741 -0.4549
H 0.1616 -1.8797 1.1828
*
```

Output
LUMO energy: -3.17 eV
energy above the lowest of the compared OMol25 structures with the same formula, charge and spin: 98.3 kJ/mol
Kohn-Sham gap: 11.3 eV
energy: -5662.609 eV
HOMO: -14.484 eV


Formula: C2HN2OS
Source: the OMol25 dataset
Level of theory: wB97M-V/def2-TZVPD

ORCA input file:
```
! wB97M-V def2-TZVPD RIJCOSX def2/J DEFGRID3
* xyz -1 1
S 1.6823 -0.8696 1.4189
C 0.4682 -0.1368 0.5506
C 0.0201 -0.4078 -0.7631
O -1.0328 0.3852 -0.9512
N -1.2187 1.1319 0.2016
N -0.3908 0.7873 1.0739
H 0.4717 -0.8901 -1.5307
*
```

Output
LUMO energy: 4.14 eV
energy above the lowest of the compared OMol25 structures with the same formula, charge and spin: 217.9 kJ/mol
Kohn-Sham gap: 6.7 eV
energy: -17952.322 eV
SMILES: [S-]c1conn1
HOMO: -2.595 eV


Formula: C34H31N9O4PbS
Source: the OMol25 dataset
Level of theory: wB97M-V/def2-TZVPD

ORCA input file:
```
! wB97M-V def2-TZVPD RIJCOSX def2/J DEFGRID3
* xyz -2 1
Pb -0.6501 -0.1130 1.0371
O 2.5922 2.6634 2.4616
C 1.8515 1.7186 2.1526
N 0.5542 1.7339 1.8450
C -0.1877 2.9302 1.8875
C 0.3556 4.1728 1.5712
C -0.4215 5.3227 1.5945
C -1.7582 5.2415 1.9455
C -2.3210 4.0116 2.2594
C -1.5642 2.8360 2.2225
N -2.0792 1.5470 2.4208
C -3.2108 1.3508 3.0793
O -3.9715 2.1641 3.6425
C -3.6544 -0.1084 3.1611
C -4.9554 -0.3778 3.5905
C -5.3849 -1.6886 3.6554
C -4.5076 -2.7045 3.2959
C -3.2344 -2.3451 2.8875
N -2.8156 -1.0844 2.8257
C 2.4815 0.3319 2.1656
C 3.8603 0.2243 2.2871
C 4.4315 -1.0377 2.2998
C 3.6164 -2.1497 2.1720
C 2.2495 -1.9525 2.0515
N 1.6996 -0.7437 2.0804
H 1.4001 4.2246 1.3089
H 0.0259 6.2773 1.3399
H -2.3744 6.1342 1.9764
H -3.3595 3.9425 2.5404
H -5.5805 0.4616 3.8582
H -6.3932 -1.9219 3.9786
H -4.8002 -3.7461 3.3232
H -2.5150 -3.0999 2.5839
H 4.4366 1.1349 2.3635
H 5.5070 -1.1520 2.3792
H 4.0202 -3.1503 2.1112
H 1.5787 -2.7862 1.8812
C -3.3291 2.7400 -1.0270
C -2.5552 1.4401 -1.0179
O -1.3568 1.5103 -0.6551
C -3.2486 0.2477 -1.2989
C -2.6770 -1.0362 -1.3669
C -3.5038 -2.2308 -0.9669
N -1.4613 -1.3221 -1.7740
N -0.6749 -0.5083 -2.5882
C 0.4733 -0.1694 -2.0516
O 0.8748 -0.3324 -0.8658
C 1.4199 0.5172 -3.0013
C 2.5518 1.1338 -2.4799
C 3.4708 1.7441 -3.3220
C 3.2684 1.7380 -4.6953
C 2.1390 1.1215 -5.2207
C 1.2197 0.5141 -4.3786
H -3.4905 3.0538 0.0070
H -2.7140 3.5075 -1.4969
H -4.2858 2.6543 -1.5425
H -4.3312 0.2886 -1.2642
H -4.3505 -2.3305 -1.6513
H -2.9107 -3.1453 -0.9969
H -3.9030 -2.0837 0.0372
H 2.6896 1.1176 -1.4065
H 4.3479 2.2242 -2.9037
H 3.9883 2.2099 -5.3546
H 1.9784 1.1092 -6.2930
H 0.3398 0.0202 -4.7668
C 5.1540 -2.1621 -1.0993
C 4.3045 -2.5463 -2.3032
C 2.9694 -3.0932 -1.9063
N 2.5879 -3.2676 -0.6945
N 1.3048 -3.7042 -0.5329
C 0.6495 -3.8544 -1.6800
N -0.6270 -4.1586 -1.8157
S 1.7322 -3.4761 -3.0697
H 6.1170 -1.7603 -1.4236
H 5.3286 -3.0228 -0.4528
H 4.6404 -1.4101 -0.5010
H 4.8334 -3.2747 -2.9302
H 4.1437 -1.6631 -2.9304
H -1.1864 -2.3246 -1.7536
H -0.8429 -4.2774 -2.8013
*
```

Output
LUMO energy: 4.49 eV
energy above the lowest of the compared OMol25 structures with the same formula, charge and spin: 0.0 kJ/mol
Kohn-Sham gap: 6.4 eV
energy: -73448.241 eV
HOMO: -1.880 eV


Q: What is the formula in the first record?
A: CH10N3


Q: The lowest energy above the lowest of the compared OMol25 structures with the same formula, charge and spin belongs to which entry?
A: C34H31N9O4PbS


Q: The lowest HOMO belongs to which entry?
A: CH10N3


Q: Number 3 is which compound?
A: C34H31N9O4PbS